1.
A 2-piece molecular cluster, C4H9N3O overall, computed with ωB97M-V with the def2-TZVPD basis set.

Total energy ... -10806.01165 eV
LUMO level ... -0.3 eV
SMILES ... CC(N)=O.C=C=NN
Multiplicity ... 1
Energy above the lowest of the compared OMol25 structures with the same formula, charge and spin ... 6.450 eV

```
17
C4H9N3O | OMol25 | ωB97M-V with the def2-TZVPD basis set
H -1.057 0.094 2.861
H -0.081 1.145 -2.495
H 0.772 2.803 -0.068
H 1.504 1.010 -1.842
H 0.389 -3.516 0.837
O -1.553 1.291 -0.494
N 0.419 1.987 0.406
C 0.461 -2.699 0.133
N -1.297 -0.147 1.907
N -0.263 -0.516 1.065
C 0.001 -1.501 0.355
C -0.358 1.099 -0.317
H 1.080 1.569 1.049
H 0.576 -0.427 -2.218
C 0.509 0.569 -1.783
H -2.083 0.223 1.371
H 0.981 -2.983 -0.768
```



2.
An isolated molecule of C4H9N3O, computed with ωB97M-V with the def2-TZVPD basis set.

Total energy ... -10809.33773 eV
LUMO level ... 0.8 eV
SMILES ... C=C(C)NC(=O)NN
Multiplicity ... 1
Energy above the lowest of the compared OMol25 structures with the same formula, charge and spin ... 3.124 eV

```
17
C4H9N3O | OMol25 | ωB97M-V with the def2-TZVPD basis set
H 0.106 0.735 -1.309
H -0.509 -0.744 2.286
C 0.636 0.670 1.142
H 1.114 -1.269 1.926
N -1.696 -0.359 -2.476
C 1.045 1.914 1.398
H 0.192 -1.166 -2.593
H 1.331 2.208 2.395
N 0.181 0.354 -0.142
H -2.165 -1.255 -2.360
H -1.713 -0.091 -3.454
N -0.337 -0.474 -2.054
C -0.241 -0.837 -0.586
H 1.074 2.670 0.626
O -0.385 -1.954 -0.154
H 0.845 -0.006 3.159
C 0.520 -0.395 2.196
```



3.
An isolated molecule of C4H9N3O, computed with ωB97M-V with the def2-TZVPD basis set.

Total energy ... -10808.90006 eV
LUMO level ... 1.0 eV
SMILES ... C=CN(N)/C(O)=N\C
Multiplicity ... 1
Energy above the lowest of the compared OMol25 structures with the same formula, charge and spin ... 3.562 eV

```
17
C4H9N3O | OMol25 | ωB97M-V with the def2-TZVPD basis set
H 0.268 2.633 1.811
O 0.944 -1.380 1.235
H -1.354 2.255 1.274
C 0.494 -0.205 0.730
N -0.093 0.620 1.519
H -0.714 0.037 -2.118
C -1.660 -1.174 -0.719
C -0.683 -0.365 -1.106
H 2.177 -0.157 -1.980
N 1.861 -0.636 -1.142
C -0.302 1.995 1.143
H -1.728 -1.542 0.293
H 1.781 -1.641 -1.261
H -2.522 -1.324 -1.348
H -0.038 2.234 0.108
N 0.732 -0.009 -0.634
H 0.837 -1.342 2.194
```



4.
An isolated molecule of C4H9N3O2, computed with ωB97M-V with the def2-TZVPD basis set.

Total energy ... -12854.96724 eV
LUMO level ... 0.1 eV
SMILES ... CC(C)/C(N)=N/[N+](=O)[O-]
Multiplicity ... 1
Energy above the lowest of the compared OMol25 structures with the same formula, charge and spin ... 4.960 eV

```
18
C4H9N3O2 | OMol25 | ωB97M-V with the def2-TZVPD basis set
H 1.902 0.502 0.817
N -0.214 2.278 -1.704
C 0.644 -1.821 0.956
O -1.022 2.726 -2.498
H -2.152 -1.374 0.834
H -1.156 0.113 1.654
C 0.326 0.334 -0.454
H 1.416 -2.438 0.327
H -1.997 0.239 0.221
H 0.940 -1.240 1.829
N -0.433 1.004 -1.420
N 1.497 0.804 -0.048
H 0.086 -2.728 1.146
H 1.700 1.719 -0.487
O 0.702 2.957 -1.159
H -0.507 -1.628 -0.754
C -0.215 -0.975 0.002
C -1.517 -0.473 0.736
```



5.
An isolated molecule of C4H9N3O2, computed with ωB97M-V with the def2-TZVPD basis set.

Total energy ... -12856.44473 eV
LUMO level ... 0.7 eV
SMILES ... CN/C(N)=C(\N)C(=O)O
Multiplicity ... 1
Energy above the lowest of the compared OMol25 structures with the same formula, charge and spin ... 3.483 eV

```
18
C4H9N3O2 | OMol25 | ωB97M-V with the def2-TZVPD basis set
H -3.287 0.422 0.755
C -2.598 0.087 -0.024
H -2.896 0.502 -0.992
O 3.039 0.635 0.472
H -1.089 1.379 0.708
N 0.748 1.949 -0.320
H 0.669 2.333 -1.257
C 2.119 -0.108 0.171
H -2.699 -0.997 -0.092
H 1.488 2.336 0.259
H 3.379 -1.543 0.126
C 0.744 0.519 -0.336
O 2.432 -1.428 -0.044
N -0.228 -1.704 -0.098
N -1.253 0.461 0.313
H 0.605 -2.270 -0.033
C -0.075 -0.407 0.266
H -1.097 -2.164 0.124
```



6.
A 2-piece molecular cluster, C4H9N3O2 overall, computed with ωB97M-V with the def2-TZVPD basis set.

Total energy ... -12858.63221 eV
LUMO level ... 0.7 eV
SMILES ... C/N=C(\N)C(=O)O.C=N
Multiplicity ... 1
Energy above the lowest of the compared OMol25 structures with the same formula, charge and spin ... 1.295 eV

```
18
C4H9N3O2 | OMol25 | ωB97M-V with the def2-TZVPD basis set
C 0.441 0.400 2.242
O 0.296 -2.408 -0.131
C -1.945 0.855 -0.769
O 2.200 -1.508 -0.922
C 0.205 -0.139 -0.872
H 1.887 0.680 -1.616
N 0.904 0.848 -1.469
H -2.776 0.719 -0.085
H 1.251 -1.381 2.075
H -0.562 0.084 2.568
H -1.493 1.822 -0.569
H 0.587 1.482 2.188
N -1.031 -0.245 -0.588
C 1.066 -1.403 -0.534
H -2.334 0.864 -1.787
H 0.501 1.739 -1.681
H -0.613 -2.040 -0.028
N 1.415 -0.368 1.977
```



7.
An isolated molecule of C4H9N3O2, computed with ωB97M-V with the def2-TZVPD basis set.

Total energy ... -12857.76740 eV
LUMO level ... -0.6 eV
SMILES ... C[C@@](N)(CC(N)=O)N=O
Multiplicity ... 1
Energy above the lowest of the compared OMol25 structures with the same formula, charge and spin ... 2.160 eV

```
18
C4H9N3O2 | OMol25 | ωB97M-V with the def2-TZVPD basis set
N 1.450 -1.355 -1.141
N 0.625 0.945 -1.178
H 0.636 -1.348 1.371
H -0.173 2.077 0.444
N -0.485 1.784 1.367
H 1.634 0.085 1.188
H -1.128 -1.003 -2.005
H -1.266 -1.789 -0.426
H -1.239 2.307 1.793
C -1.009 -0.846 -0.925
H -1.758 -0.106 -0.621
O -1.086 -0.009 2.591
C -0.393 0.466 1.701
O 1.043 -2.516 -1.259
C 0.646 -0.333 0.949
C 0.420 -0.393 -0.573
H 0.467 0.854 -2.184
H 1.617 1.177 -1.091
```



8.
An isolated molecule of C4H9N3O2, computed with ωB97M-V with the def2-TZVPD basis set.

Total energy ... -12855.90237 eV
LUMO level ... -0.1 eV
SMILES ... C=C(C)C(N)(N)ON=O
Multiplicity ... 1
Energy above the lowest of the compared OMol25 structures with the same formula, charge and spin ... 4.025 eV

```
18
C4H9N3O2 | OMol25 | ωB97M-V with the def2-TZVPD basis set
C -0.671 0.398 0.281
H -2.148 -0.960 -0.065
H -0.884 2.115 1.370
N -0.368 0.605 -2.049
O -0.945 1.214 -0.844
H -2.615 0.305 0.862
N -0.266 1.316 1.301
O -0.135 1.418 -2.873
H 2.069 0.781 0.509
N -1.849 -0.332 0.672
H -0.591 -2.397 0.170
H 2.663 -0.711 -0.191
H -0.155 0.850 2.191
C 0.529 -0.607 -0.014
H 1.921 0.495 -1.226
C 0.369 -1.920 0.068
C 1.863 0.023 -0.245
H 1.212 -2.593 0.082
```



9.
An isolated molecule of C4H9N3O3, computed with ωB97M-V with the def2-TZVPD basis set.

Total energy ... -14905.22430 eV
LUMO level ... 0.5 eV
SMILES ... C[C@@H](O)CN(N=O)C(N)=O
Multiplicity ... 1
Energy above the lowest of the compared OMol25 structures with the same formula, charge and spin ... 2.426 eV

```
19
C4H9N3O3 | OMol25 | ωB97M-V with the def2-TZVPD basis set
H 0.150 1.455 1.221
H 2.745 1.148 0.619
C 2.470 0.149 0.234
H -2.580 -2.345 0.003
O -0.834 2.680 -0.311
N -1.694 1.830 -0.419
C 1.065 0.188 -0.297
H 1.208 -1.204 -1.658
H 3.242 -0.078 -0.544
N -1.860 -1.640 0.184
H 1.024 0.963 -1.065
O 0.719 -1.101 -0.848
H 2.624 -0.575 1.033
C -0.026 0.473 0.701
C -2.358 -0.378 0.003
N -1.334 0.620 0.057
H -0.985 -1.840 -0.257
H -0.055 -0.288 1.478
O -3.519 -0.055 -0.134
```



10.
A 2-piece molecular cluster, C4H9N3OP overall, computed with ωB97M-V with the def2-TZVPD basis set.

Total energy ... -20091.44379 eV
LUMO level ... -4.3 eV
Multiplicity ... 1
Net charge ... +1
Energy above the lowest of the compared OMol25 structures with the same formula, charge and spin ... 1.991 eV

```
18
C4H9N3OP | OMol25 | ωB97M-V with the def2-TZVPD basis set
P 1.259 2.509 -0.475
H 1.247 -1.967 1.494
H -1.501 -2.329 -0.650
N -0.801 -2.226 -0.017
H -0.219 -2.988 0.124
H -1.821 1.513 -0.832
H -1.565 0.212 -1.964
H -2.420 -0.031 -0.161
C 1.569 0.067 1.158
H -0.105 1.507 1.743
N -0.351 0.109 -0.208
C 0.662 0.954 0.353
C -0.036 -1.119 0.107
H 2.027 1.663 -1.375
O 2.453 0.407 1.879
C -1.604 0.427 -0.817
N 1.012 -1.183 0.948
H 0.196 2.476 -1.306
```



Number 1: frontier orbital gap 8.303 eV. Number 2: frontier orbital gap 9.197 eV. Number 3: frontier orbital gap 9.867 eV. Number 4: frontier orbital gap 9.978 eV. Number 5: frontier orbital gap 8.202 eV. Number 6: frontier orbital gap 10.354 eV. Number 7: frontier orbital gap 8.874 eV. Number 8: frontier orbital gap 9.486 eV. Number 9: frontier orbital gap 10.007 eV. Number 10: frontier orbital gap 9.536 eV.